[1]
{
  "formula": "C32H41IrNO2P2",
  "method": "wB97M-V/def2-TZVPD",
  "symbols": ["C", "C", "C", "C", "C", "C", "C", "C", "C", "C", "C", "C", "C", "H", "H", "H", "H", "H", "H", "H", "N", "Ir", "C", "H", "H", "C", "H", "H", "P", "P", "C", "H", "H", "H", "C", "H", "H", "H", "C", "H", "H", "H", "C", "H", "H", "H", "C", "O", "H", "C", "C", "C", "C", "C", "C", "C", "C", "C", "C", "C", "C", "O", "H", "H", "H", "H", "H", "H", "H", "H", "H", "H", "H", "H", "H", "H", "H", "H", "H"],
  "positions_angstrom": [[-1.43525, 3.38731, -4.02615], [-1.21638, 2.08348, -3.60471], [0.11536, 1.57417, -3.58188], [1.21105, 2.40259, -3.88044], [0.91953, 3.67033, -4.36389], [-0.36597, 4.18769, -4.41051], [2.64419, 1.95222, -3.62724], [2.62905, 0.44324, -3.83859], [1.49237, -0.34654, -3.57346], [1.54907, -1.77782, -3.62646], [2.76320, -2.37962, -3.93272], [3.88012, -1.61015, -4.27003], [3.77846, -0.22478, -4.26306], [-2.44161, 3.79820, -4.03948], [1.77657, 4.28231, -4.62707], [-0.52932, 5.22064, -4.71324], [3.35985, 2.43941, -4.29553], [2.86343, -3.46917, -3.90704], [4.83994, -2.08820, -4.47936], [4.64028, 0.39653, -4.47764], [0.40801, 0.32009, -3.02137], [-0.14824, -0.15434, -1.16019], [-2.35492, 1.30072, -2.96861], [-2.46465, 0.28791, -3.38139], [-3.32902, 1.81404, -3.00230], [0.39127, -2.63255, -3.07422], [-0.55694, -2.40193, -3.58559], [0.60353, -3.71392, -3.10962], [-1.94033, 1.09674, -1.18632], [0.15049, -2.26853, -1.29844], [1.53688, -2.93666, -0.39373], [1.39901, -2.76724, 0.68555], [1.57347, -4.01064, -0.62703], [2.46997, -2.45519, -0.71153], [-1.39949, -2.87296, -0.68717], [-1.27675, -3.95802, -0.56396], [-1.62389, -2.38205, 0.27689], [-2.19599, -2.63094, -1.40592], [-1.84782, 2.75136, -0.47943], [-2.74345, 3.32314, -0.76347], [-1.77235, 2.69837, 0.61502], [-0.96861, 3.28426, -0.86004], [-3.19313, 0.15358, -0.34783], [-2.81647, -0.09070, 0.66094], [-4.10336, 0.76064, -0.29513], [-3.36834, -0.77565, -0.90210], [0.89748, 0.14299, 0.33718], [1.67412, 0.37102, 1.17315], [3.04878, 2.29685, -2.66419], [-1.85992, 2.90269, 3.41182], [-0.54897, 2.22409, 3.02176], [0.62024, 3.19861, 3.09865], [-0.29881, 0.95824, 3.85171], [0.12818, 1.02744, 5.15936], [0.40033, -0.13020, 5.89145], [0.29227, -1.38818, 5.29073], [-0.12659, -1.51399, 3.98409], [-0.22886, -2.86811, 3.28716], [1.03704, -3.70577, 3.47978], [-1.47952, -3.63249, 3.71734], [-0.61252, -0.33932, 3.27120], [-1.31764, -0.45979, 2.22476], [-1.81375, 3.21044, 4.46452], [-2.69902, 2.20696, 3.28080], [-2.02406, 3.79403, 2.79430], [-0.63186, 1.86766, 1.98920], [0.72329, 3.58409, 4.12171], [1.55510, 2.70004, 2.81028], [0.45220, 4.04782, 2.42352], [0.27180, 2.01224, 5.61399], [0.71398, -0.05315, 6.92914], [0.55066, -2.28985, 5.85093], [-0.32637, -2.64985, 2.21598], [1.13475, -3.98128, 4.53438], [0.98364, -4.62601, 2.88587], [1.92884, -3.13714, 3.18302], [-2.37090, -3.01736, 3.54202], [-1.56545, -4.57378, 3.16301], [-1.41129, -3.86027, 4.78685]],
  "orbital_gap_ev": [7.86, 4.55],
  "multiplicity": 6,
  "mol_weight_g_mol": 725.85,
  "lumo_energy_ev": [-4.800, -9.196],
  "total_charge": 2
}

---

[2]
{
  "formula": "C4H4N2O",
  "method": "wB97M-V/def2-TZVPD",
  "symbols": ["C", "C", "C", "C", "H", "H", "H", "H", "N", "N", "O"],
  "positions_angstrom": [[-0.67595, 0.69446, 1.27977], [-0.66851, 1.17816, 0.02405], [0.61105, -0.77328, -0.82573], [0.74612, -1.57617, 0.29980], [-0.36392, -0.33629, 1.57338], [-1.30409, 1.11599, 1.98756], [-0.84146, 2.14140, -0.48823], [-0.00512, 0.74938, -1.86201], [0.12689, 0.54992, -0.95786], [1.42754, -2.42256, 0.93532], [0.94745, -1.32100, -1.96606]],
  "orbital_gap_ev": 8.42,
  "multiplicity": 1,
  "relative_energy_kcal_mol": 79.5,
  "mol_weight_g_mol": 96.09,
  "lumo_energy_ev": -1.167,
  "smiles": "C=CNC(=O)C#N"
}

---

[3]
{
  "formula": "C5H7HgO4",
  "method": "wB97M-V/def2-TZVPD",
  "symbols": ["O", "Hg", "C", "C", "H", "H", "H", "H", "C", "C", "O", "C", "O", "O", "H", "H", "H"],
  "positions_angstrom": [[0.06714, -0.59299, -0.98388], [2.00857, -0.18674, -2.22576], [-0.58098, -1.76230, -0.76071], [-1.07437, -1.82238, 0.65938], [-2.09848, -1.42020, 0.66232], [-1.32374, -1.97271, -1.54321], [0.14895, -2.53276, 0.07525], [-1.27773, -2.83224, 1.03565], [-0.30724, -0.23587, 1.61805], [0.35518, 0.40134, 0.53101], [0.55603, 1.74873, 0.48857], [1.10018, 2.32739, -0.57700], [1.83528, 1.77461, -1.37126], [0.79505, 3.59403, -0.57362], [0.36865, -0.73907, 2.31896], [-1.08038, 0.37295, 2.09989], [0.50789, 3.87821, -1.45363]],
  "orbital_gap_ev": [8.22, 6.21],
  "multiplicity": 3,
  "relative_energy_kcal_mol": 120.6,
  "mol_weight_g_mol": 331.70,
  "lumo_energy_ev": [-4.154, -6.212],
  "total_charge": 1
}